Record 1
75
Properties=species:S:1:pos:R:3 method="wB97M-V/def2-TZVPD" homo_energy_ev=-5.710 charge=-1 multiplicity=1 homo_lumo_gap_ev=7.3
Pb -0.2377 0.1925 0.5708
C 3.7889 1.8364 -0.7135
As 2.7929 0.2100 -0.1259
C 3.8084 -0.9567 -1.4061
C 3.7771 -0.2231 1.4721
H 4.8397 1.5952 -0.5550
H 3.4923 2.6685 -0.1029
H 3.5834 1.9797 -1.7530
H 4.8894 -0.8122 -1.2356
H 3.6526 -0.6005 -2.4442
H 3.5726 -2.0148 -1.4082
H 4.8773 -0.2696 1.3428
H 3.4203 -1.1612 1.8884
H 3.5754 0.5391 2.1879
F 1.3809 3.5330 -2.8067
C 0.4068 4.3621 -2.3700
F 0.0469 5.2296 -3.3337
F -0.7107 3.6233 -2.1933
S 0.9810 5.3212 -0.8730
O 1.9143 6.2595 -1.4698
O -0.2696 5.8513 -0.3948
O 0.6860 2.3816 -0.1757
C -3.6075 4.0825 -0.9226
N -3.4547 3.3851 0.3597
C -2.4808 3.7005 1.2661
C -2.5835 2.7341 2.2186
N -3.5502 1.8470 1.9176
C -4.0528 2.2605 0.7731
H -3.1899 3.4633 -1.7285
H -3.0969 5.0058 -0.8785
H -4.6077 4.2761 -1.2160
H -1.7921 4.4810 1.0861
H -2.0583 2.6870 3.1707
H -4.8982 1.8117 0.3132
N 0.7670 2.2665 4.2528
C 0.7271 2.1042 2.9009
O 0.6304 0.8693 2.5553
C 0.8560 3.2507 2.0861
C 1.0370 3.3206 0.6241
N 1.7462 4.3976 0.1548
C 0.7108 4.4763 2.7948
N 0.5877 5.4551 3.4084
H 0.8392 1.4400 4.8046
H 0.8387 3.1545 4.6763
C -5.1854 -2.7865 -0.5183
S -4.4791 -1.1299 -0.3642
O -5.3273 -0.1348 -1.0444
C -3.0222 -1.3353 -1.4201
C -2.7263 -0.2907 -2.2699
C -1.5816 -0.4168 -3.0610
C -0.7191 -1.4961 -2.9140
C -0.9345 -2.3862 -1.8716
C -2.1046 -2.3001 -1.0998
H -5.3572 -3.0012 -1.6183
H -6.0678 -2.8910 0.1018
H -4.4998 -3.4717 -0.1083
H -3.3742 0.5997 -2.3604
H -1.3344 0.3825 -3.7458
H 0.2004 -1.5887 -3.4627
H -0.1386 -3.1170 -1.6154
H -2.2157 -3.0106 -0.2920
N 3.4409 -9.4639 0.2283
C 2.9384 -8.4152 0.3615
C 2.3237 -7.1064 0.5086
C 1.8588 -6.6791 1.7701
C 1.3601 -5.3737 1.9101
C 1.2542 -4.5493 0.7794
C 1.7323 -5.0090 -0.4662
C 2.2328 -6.2691 -0.6292
C 0.7839 -3.1990 0.9180
C 0.3198 -2.1166 1.1178
H 1.8474 -7.3936 2.5928
H 1.0068 -5.1006 2.8495
H 1.5244 -4.4351 -1.3888
H 2.6086 -6.5298 -1.6055

---

Record 2
64
Properties=species:S:1:pos:R:3 method="wB97M-V/def2-TZVPD" homo_energy_ev=-19.911 charge=+4 multiplicity=1 homo_lumo_gap_ev=5.9
W -0.1305 -0.1038 0.2617
S -0.6317 1.8009 -0.7862
P -1.4665 0.2313 -2.0826
C -1.0258 -1.1723 -0.9890
P -2.0106 -2.0292 0.2290
S -1.4944 -0.5784 1.9134
C -1.2710 -3.5477 0.6577
C 0.1235 -3.6319 0.7723
C 0.6959 -4.8327 1.1279
C -0.1208 -5.9424 1.3656
C -1.5036 -5.8550 1.2592
C -2.0960 -4.6526 0.9112
C -3.7551 -1.9707 0.0391
C -4.2587 -2.3780 -1.2069
C -5.6251 -2.5248 -1.3497
C -6.4715 -2.2682 -0.2729
C -5.9619 -1.8677 0.9594
C -4.5978 -1.7191 1.1294
C -0.5604 0.1439 -3.5760
C -0.2810 -1.1165 -4.1238
C 0.2817 -1.1789 -5.3857
C 0.5691 -0.0059 -6.0786
C 0.2959 1.2430 -5.5231
C -0.2776 1.3307 -4.2695
C -3.1869 0.5951 -2.1933
C -3.9270 1.0939 -1.1149
C -5.2601 1.3918 -1.3086
C -5.8443 1.1955 -2.5616
C -5.1025 0.7012 -3.6269
C -3.7607 0.3981 -3.4563
H 0.7500 -2.7615 0.5719
H 1.7696 -4.9269 1.2142
H 0.3341 -6.8862 1.6379
H -2.1195 -6.7236 1.4486
H -3.1729 -4.5758 0.8296
H -3.5990 -2.5989 -2.0384
H -6.0338 -2.8535 -2.2960
H -7.5401 -2.3949 -0.3916
H -6.6292 -1.6867 1.7914
H -4.2054 -1.4314 2.0966
H -0.4944 -2.0267 -3.5761
H 0.5003 -2.1399 -5.8308
H 1.0132 -0.0647 -7.0639
H 0.5258 2.1449 -6.0741
H -0.5142 2.3026 -3.8504
H -3.4671 1.2725 -0.1486
H -5.8458 1.8009 -0.4963
H -6.8861 1.4507 -2.7088
H -5.5597 0.5715 -4.5988
H -3.1756 0.0371 -4.2929
C 4.0491 1.6942 0.2820
As 3.0254 0.7638 1.5916
C 3.9353 -0.6684 2.4582
C 2.1200 1.9157 2.8167
O 1.7337 -0.0371 0.6219
H 4.8666 2.2027 0.7999
H 3.4235 2.4343 -0.2146
H 4.4614 0.9809 -0.4305
H 4.6726 -0.2232 3.1317
H 4.4455 -1.2860 1.7204
H 3.2226 -1.2500 3.0413
H 2.8848 2.5279 3.3029
H 1.6047 1.3305 3.5778
H 1.4376 2.5799 2.2861

---

Record 3
70
Properties=species:S:1:pos:R:3 method="wB97M-V/def2-TZVPD" homo_energy_ev=-4.244 charge=-1 multiplicity=1 homo_lumo_gap_ev=6.3
C -0.4068 -2.0047 2.1545
N -1.2843 -1.7838 0.9953
C -0.5312 -1.3991 -0.2120
B -2.1401 -3.0022 0.7089
O -3.4832 -2.6643 0.2721
B -1.6637 -4.6001 0.9030
C -1.4827 -5.4429 -0.4776
F -2.6740 -5.5175 -1.2313
F -1.1733 -6.7766 -0.1118
C -0.2914 -5.0014 -1.4014
F 0.8279 -4.6735 -0.7143
F -0.6826 -3.9800 -2.2093
F 0.0892 -6.0909 -2.1709
H 0.4596 -2.6700 1.9105
H -0.9860 -2.5196 2.9647
H -0.0643 -1.0334 2.6079
H -1.2326 -1.5399 -1.0798
H 0.3631 -2.0362 -0.4332
H -0.2633 -0.3275 -0.2059
H -3.6157 -3.1590 -0.5524
H -0.6526 -4.7375 1.5426
H -2.5466 -5.1428 1.5032
F -3.4554 -5.1643 3.5290
C -4.2320 -4.1872 3.9939
C -4.8748 -4.3739 5.2080
C -5.6848 -3.3680 5.7159
C -5.8537 -2.1898 5.0027
C -5.2085 -2.0135 3.7835
C -4.3859 -3.0095 3.2684
H -4.7371 -5.3034 5.7468
H -6.1846 -3.5038 6.6680
H -6.4900 -1.4056 5.3979
H -5.3461 -1.0937 3.2277
H -3.8796 -2.8464 2.3084
F 0.5243 -0.1886 -2.0237
C 1.3926 -0.6449 -2.9394
C 2.5889 0.0259 -3.1281
C 3.4916 -0.4473 -4.0713
C 3.1842 -1.5773 -4.8206
C 1.9768 -2.2374 -4.6231
C 1.0768 -1.7724 -3.6732
H 2.8065 0.9090 -2.5397
H 4.4343 0.0648 -4.2224
H 3.8878 -1.9436 -5.5592
H 1.7358 -3.1158 -5.2093
H 0.1378 -2.2783 -3.5000
F 1.1564 0.8999 1.0124
C 1.1228 2.2230 1.2047
C -0.0295 2.8035 1.7051
C -0.0635 4.1764 1.9089
C 1.0490 4.9530 1.6007
C 2.1985 4.3565 1.0940
C 2.2388 2.9822 0.8994
H -0.8876 2.1821 1.9306
H -0.9571 4.6415 2.3070
H 1.0187 6.0259 1.7564
H 3.0601 4.9600 0.8517
H 3.1277 2.4986 0.5138
F 4.2988 4.9086 -0.9885
C 3.9611 5.9972 -1.7039
C 2.7519 6.6257 -1.4573
C 2.4106 7.7513 -2.1958
C 3.2737 8.2284 -3.1760
C 4.4815 7.5842 -3.4153
C 4.8313 6.4646 -2.6719
H 2.0888 6.2363 -0.6969
H 1.4711 8.2561 -2.0075
H 3.0031 9.1042 -3.7539
H 5.1515 7.9538 -4.1819
H 5.7719 5.9547 -2.8387

---

Record 4
76
Properties=species:S:1:pos:R:3 method="wB97M-V/def2-TZVPD" homo_energy_ev="-0.906 / -0.867" charge=-2 multiplicity=2 homo_lumo_gap_ev="5.0 / 5.0"
Bi 0.2985 -0.1693 0.6962
S -0.7478 0.1505 5.3010
C 0.4195 1.3901 4.8738
C 0.4557 1.7178 3.5844
C -0.5361 0.9766 2.7637
C -1.0963 -0.1308 3.5867
C -1.5375 -1.3150 3.0796
C -2.1215 -2.3851 3.8543
C -2.6187 -3.4805 3.2323
C -2.5392 -3.6128 1.8162
C -1.8690 -2.6304 1.1393
N -1.3715 -1.5286 1.7175
H 1.0457 1.8094 5.6470
H 1.1305 2.4456 3.1596
H -2.1643 -2.2788 4.9312
H -3.0713 -4.2716 3.8214
H -2.9270 -4.4772 1.2966
H -1.7033 -2.7061 0.0680
S -1.4167 3.0326 1.0058
C -1.3122 1.6419 1.7997
C -4.3453 0.6654 -0.1415
P -3.0509 -0.1599 -1.1621
C -2.6179 1.2389 -2.2662
C -4.1547 -1.1653 -2.2313
C -4.8875 -2.1881 -1.6216
C -5.7136 -3.0179 -2.3621
C -5.8125 -2.8557 -3.7391
C -5.0722 -1.8616 -4.3604
C -4.2512 -1.0257 -3.6132
H -5.1119 1.1446 -0.7557
H -3.8506 1.4083 0.4855
H -4.8134 -0.0691 0.5150
H -3.4940 1.6920 -2.7388
H -1.9197 0.8978 -3.0305
H -2.1201 1.9875 -1.6466
H -4.7916 -2.3453 -0.5518
H -6.2720 -3.8025 -1.8653
H -6.4513 -3.5079 -4.3226
H -5.1282 -1.7365 -5.4357
H -3.6707 -0.2643 -4.1177
O 2.1901 4.3794 0.6514
C 3.3907 3.9725 0.2134
C 4.3827 4.9404 0.0418
C 5.6431 4.5797 -0.3940
C 5.9447 3.2504 -0.6751
C 4.9562 2.2943 -0.5233
C 3.6781 2.6345 -0.0961
C 2.6464 1.5611 0.0294
O 2.8445 0.4379 -0.4587
O 1.5462 1.8798 0.6031
H 1.6623 3.5650 0.8330
H 4.1407 5.9670 0.2862
H 6.4065 5.3427 -0.5012
H 6.9411 2.9653 -0.9881
H 5.1534 1.2470 -0.7119
F 3.7740 0.9142 4.7293
B 3.8883 1.1919 3.3670
F 2.9483 0.3506 2.6420
F 3.5429 2.5226 3.1016
F 5.1742 0.9126 2.9057
C 1.9065 -2.3056 -2.1716
N 1.5885 -1.2140 -3.0720
C 2.6974 -0.4106 -3.5418
C 0.3167 -0.9054 -3.3711
O -0.6812 -1.5082 -3.0130
H 2.5218 -3.0502 -2.6860
H 0.9833 -2.7711 -1.8378
H 2.4675 -1.9241 -1.3173
H 3.3683 -1.0148 -4.1613
H 3.2458 -0.0064 -2.6911
H 2.3187 0.4164 -4.1430
H 0.2542 -0.0154 -4.0240
Cl 1.9326 -2.0719 4.0008
Si 2.0862 -1.7530 1.9793
Cl 1.3039 -3.5960 1.2062
Cl 4.0478 -1.9915 1.3754

---

| no. | molecular weight (g mol⁻¹) |
| --- | --- |
| 1 | 932.827 |
| 2 | 766.383 |
| 3 | 588.152 |
| 4 | 982.887 |